i:
ORCA calculation (wB97M-V/def2-TZVPD) on 2 unconnected molecules or ions with the total composition C2H10NS2.

```
! RIJCOSX wB97M-V def2-TZVPD def2/J DEFGRID3
* xyz 1 1
C -2.64841 0.92781 0.14774
N -1.74134 -0.07660 0.81757
H -3.70408 0.68725 0.20193
H -2.35301 1.87577 0.53368
H -2.28022 0.88511 -0.88142
H -1.97093 -1.01676 0.54853
H -1.69787 -0.03829 1.94827
H -0.71592 0.03740 0.52866
C 2.75443 -0.00644 -1.25728
S 1.10598 -0.34124 -0.63216
S 1.21907 -1.52018 1.21408
H 3.16957 0.99434 -0.97069
H 2.82721 -0.05010 -2.35686
H 3.53609 -0.77423 -0.98134
H 2.49943 -1.58384 1.13931
*
```

As for the HOMO energy: -12.3126 eV. For the orbital gap, the calculation gives 8.60 eV.

***

ii:
ORCA calculation (wB97M-V/def2-TZVPD) on 2 unconnected molecules or ions with the total composition C2H10NS2.

```
! RIJCOSX wB97M-V def2-TZVPD def2/J DEFGRID3
* xyz 1 1
C -1.77212 1.55642 0.46669
N -1.83974 0.68913 -0.76105
H -2.74723 1.98743 0.66051
H -0.96812 2.27528 0.31431
H -1.52512 0.92403 1.30306
H -2.60266 0.01317 -0.73036
H -1.77788 1.19759 -1.63947
H -1.00679 0.05088 -0.74213
C 2.69693 -1.06618 0.89636
S 0.90141 -1.18968 0.57747
S 0.79571 -0.93824 -1.47410
H 2.88537 -0.48950 1.80024
H 3.00239 -2.08745 1.11430
H 3.22627 -0.69198 0.02635
H 0.73159 -2.23089 -1.81217
*
```

As for the HOMO energy: -13.0091 eV. For the orbital gap, the calculation gives 9.61 eV.

***

iii:
ORCA calculation (wB97M-V/def2-TZVPD) on 2 unconnected molecules or ions with the total composition C2H10NS2.

```
! RIJCOSX wB97M-V def2-TZVPD def2/J DEFGRID3
* xyz 1 1
C 1.82979 -1.53774 1.45159
N 0.63900 -0.50310 1.07554
H 1.36254 -2.48926 1.94590
H 2.44442 -0.96612 2.22715
H 2.40768 -1.44132 0.55103
H -0.06426 -0.63023 1.90966
H 0.80132 0.49023 1.16887
H 0.18904 -0.50280 0.17203
C -1.29513 1.99461 -1.20779
S -2.35301 0.50126 -0.77173
S -1.18740 -0.95428 -1.81875
H -0.98799 2.42953 -0.20105
H -0.28704 1.58160 -1.51591
H -1.61941 2.88319 -1.87121
H -1.87955 -0.85557 -3.11533
*
```

As for the HOMO energy: -12.9857 eV. For the orbital gap, the calculation gives 9.18 eV.

***

Last place for stability: iii

***

i:
ORCA calculation (wB97M-V/def2-TZVPD) on 2 unconnected molecules or ions with the total composition C5H13N2.

```
! RIJCOSX wB97M-V def2-TZVPD def2/J DEFGRID3
* xyz 0 2
C 1.55981 -0.36665 2.57472
C 0.89479 0.80087 1.91336
C 0.99810 2.07832 2.36510
C 0.17949 0.48490 0.58138
H 0.77881 -1.04235 2.95295
H 2.18548 0.00944 3.46248
H 2.19955 -0.97394 1.87050
H 0.42153 2.93390 1.89368
H 1.38739 2.34987 3.35371
H -0.52958 1.28984 0.28557
H -0.42927 -0.36561 0.75680
H 0.92772 0.20376 -0.20719
N -0.86945 -2.06542 -2.36671
C -1.41210 -0.89339 -2.66147
N -1.19613 0.28305 -2.10729
H -0.30514 -2.25224 -1.53395
H -1.27639 -2.90060 -2.77015
H -2.07872 -0.87761 -3.50780
H -1.60790 1.08344 -2.56082
H -0.53492 0.39432 -1.31627
*
```

As for the HOMO energy (alpha / beta): -3.7285 / -9.1603 eV. For the orbital gap (alpha / beta), the calculation gives 4.58 / 9.96 eV. Its expectation value of S² is 0.753.

***

ii:
ORCA calculation (wB97M-V/def2-TZVPD) on a single C5H13N2 molecule.

```
! RIJCOSX wB97M-V def2-TZVPD def2/J DEFGRID3
* xyz 0 2
C 1.48469 -1.37785 -1.34158
C 0.49065 -0.64176 -0.46063
C 0.43760 0.90073 -0.59551
C 0.25045 1.43437 0.81405
C -1.47168 0.95014 2.41089
N -1.05694 0.90686 1.15784
N -0.92074 -1.08674 -0.84669
H 1.23892 -2.44000 -1.38294
H 2.49642 -1.30851 -0.95437
H 1.45775 -0.94802 -2.33914
H 0.63957 -0.90050 0.58437
H 1.31688 1.35292 -1.07991
H -0.40143 1.12862 -1.24474
H 1.09778 1.03122 1.38571
H 0.28526 2.53059 0.77726
H -2.38032 0.40882 2.68408
H -1.14903 1.64825 3.19493
H -1.52677 -0.29602 -1.03257
H -1.40707 -1.58311 -0.08095
H -0.88198 -1.71004 -1.65011
*
```

As for the HOMO energy (alpha / beta): -3.0989 / -7.3781 eV. For the orbital gap (alpha / beta), the calculation gives 3.26 / 7.43 eV. Its expectation value of S² is 0.753.

***

Last place for stability: ii

***

i:
ORCA calculation (wB97M-V/def2-TZVPD) on a single C3H4FN3 molecule.

```
! RIJCOSX wB97M-V def2-TZVPD def2/J DEFGRID3
* xyz 0 1
F 2.52637 -0.64633 -0.72740
C 1.87526 0.01512 0.34092
C 0.41888 -0.00957 0.15580
N -0.49160 -0.33742 0.97324
C -1.66242 -0.30127 0.40778
N -1.62077 0.23151 -0.83637
N -0.46385 0.50464 -1.26306
H 2.01716 -0.42502 1.30109
H 2.31176 1.09337 0.15265
H -2.52282 -0.74606 0.84953
H -2.38797 0.62103 -1.35418
*
```

As for the HOMO energy: -8.6359 eV. For the orbital gap, the calculation gives 9.50 eV. The SMILES is FCc1nc[nH]n1.

***

ii:
ORCA calculation (wB97M-V/def2-TZVPD) on 2 unconnected molecules or ions with the total composition C3H4FN3.

```
! RIJCOSX wB97M-V def2-TZVPD def2/J DEFGRID3
* xyz 0 1
C 0.57385 -0.82852 0.47041
C -0.82539 -0.76801 0.35706
C 1.50203 0.20781 0.50129
N -1.69050 1.50823 0.47252
N -1.50879 0.40404 0.30146
N 1.67542 0.93450 -0.55068
F -2.79932 -0.35892 -0.74998
H 0.94078 -1.75008 0.76640
H -1.31842 -1.71521 0.40251
H 1.06918 0.73718 -1.41446
H 2.38117 1.62899 -0.55652
*
```

As for the HOMO energy: -9.0417 eV. For the orbital gap, the calculation gives 8.02 eV.

***

iii:
ORCA calculation (wB97M-V/def2-TZVPD) on 2 unconnected molecules or ions with the total composition C3H4FN3.

```
! RIJCOSX wB97M-V def2-TZVPD def2/J DEFGRID3
* xyz 0 1
C -0.59393 -0.41959 -1.47156
C 0.86399 1.28791 1.42852
C -1.62464 -0.47132 -0.47450
N 0.24958 -0.36601 -2.24176
N 1.61884 0.45118 1.02295
N 1.96725 -0.67256 0.72591
F 1.06437 2.48168 1.92861
H -2.59922 -0.37015 -0.94881
H -1.57651 -1.42071 0.05693
H -1.48245 0.33859 0.23984
H 2.11273 -0.83901 -0.26613
*
```

As for the HOMO energy: -9.4666 eV. For the orbital gap, the calculation gives 9.09 eV.

***

Last place for stability: ii